No. 1
A structure of composition C22H35Br8N3O5Sr in a non-equilibrium geometry. Source: the Open Molecules 2025 dataset; level of theory: the ωB97M-V functional and the def2-TZVPD basis.

Results
Net charge: +2
Calculated total energy in Eh: -22021.56315

Structure (XYZ):
```
74
C22H35Br8N3O5Sr, DFT the ωB97M-V functional and the def2-TZVPD basis
N -1.688 -8.053 -3.317
H -1.951 -7.307 -2.689
H -2.448 -8.347 -3.914
H -1.428 -8.842 -2.743
H -0.868 -7.712 -3.798
Sr -1.079 -1.289 -5.439
C -0.214 -1.250 0.890
C -1.297 -2.231 0.544
O -1.344 -2.732 -0.770
H 0.751 -1.755 0.878
H -0.112 -0.966 1.937
H -0.195 -0.322 0.318
H -2.282 -1.789 0.692
H -1.362 -3.036 1.275
Br -9.417 -3.550 -0.258
C -8.231 -5.144 -0.433
C -7.564 -5.347 0.916
Br -6.231 -6.763 0.859
H -7.615 -4.988 -1.319
H -8.817 -6.038 -0.647
H -8.335 -5.573 1.651
H -7.042 -4.490 1.341
Br 2.456 -8.588 1.181
C 3.826 -7.144 1.550
C 4.311 -6.476 0.260
Br 5.991 -5.448 0.578
H 4.640 -7.621 2.097
H 3.274 -6.460 2.194
H 3.574 -5.783 -0.146
H 4.516 -7.248 -0.482
Br 2.466 -1.596 7.363
C 1.047 -0.820 8.359
C 1.360 -0.830 9.867
Br -0.125 -0.151 11.036
H 0.093 -1.252 8.059
H 0.976 0.219 8.036
H 2.253 -0.223 10.017
H 1.626 -1.849 10.148
Br 4.133 8.166 1.182
C 2.508 7.755 2.200
C 2.633 6.386 2.767
Br 1.007 6.060 3.779
H 1.629 7.868 1.565
H 2.554 8.518 2.977
H 3.468 6.410 3.467
H 2.629 5.558 2.058
C -7.845 6.057 -0.201
C -6.754 6.823 0.158
C -5.496 6.516 -0.371
C -5.322 5.243 -0.995
C -6.509 4.444 -1.298
C -7.753 4.801 -0.856
N -3.985 4.645 -1.397
O -2.997 5.389 -1.220
O -3.893 3.648 -2.052
H -8.878 6.322 -0.026
H -6.945 7.851 0.427
H -4.633 7.145 -0.209
H -6.380 3.497 -1.803
H -8.602 4.178 -1.098
C 8.767 2.049 -6.603
C 8.912 2.321 -5.232
C 7.811 2.301 -4.351
C 6.620 1.770 -4.814
C 6.454 1.432 -6.169
C 7.532 1.549 -7.056
N 5.498 1.480 -3.854
O 5.786 1.516 -2.665
O 4.366 1.160 -4.248
H 9.565 2.243 -7.304
H 9.908 2.552 -4.885
H 7.812 2.573 -3.306
H 5.488 1.122 -6.539
H 7.397 1.447 -8.122
```

No. 2
A structure of composition C22H35BrMnN3O5P. Source: the Open Molecules 2025 dataset; level of theory: the ωB97M-V functional and the def2-TZVPD basis.

Results
Expectation value of S²: 3.84
2S+1: 4
Net charge: +2
Energy relative to the best compared isomer or geometry (same formula, charge and spin) in eV: 0.0000

Structure (XYZ):
```
68
C22H35BrMnN3O5P, DFT the ωB97M-V functional and the def2-TZVPD basis
Mn 0.081 -0.062 0.384
N 0.704 2.727 1.309
N 0.849 1.350 1.688
H 1.014 3.328 2.067
H -0.279 2.905 1.138
H 0.505 1.164 2.632
H 1.849 1.152 1.710
C 2.658 4.654 -2.951
C 2.395 3.335 -2.284
C 3.467 2.549 -1.832
C 3.290 1.285 -1.238
C 4.481 0.455 -0.861
C 2.003 0.836 -1.077
C 0.872 1.622 -1.476
C 1.109 2.874 -2.111
N -0.324 1.110 -1.168
C -1.598 1.463 -1.849
C -1.391 1.693 -3.355
C -2.211 2.695 -1.174
C -2.524 0.258 -1.691
H 3.574 5.110 -2.579
H 1.835 5.350 -2.794
H 2.772 4.512 -4.027
H 4.477 2.919 -1.970
H 5.128 0.302 -1.725
H 4.189 -0.521 -0.477
H 5.077 0.963 -0.101
H 1.868 -0.221 -0.816
H 0.276 3.497 -2.390
H -1.171 2.728 -3.606
H -2.308 1.430 -3.879
H -0.596 1.058 -3.748
H -1.569 3.571 -1.266
H -2.406 2.504 -0.118
H -3.162 2.930 -1.652
H -2.104 -0.625 -2.174
H -3.485 0.479 -2.153
H -2.716 0.023 -0.645
C -4.138 0.818 2.143
O -2.744 0.900 1.712
P -1.747 -0.313 1.769
O -1.219 -0.463 3.250
C -1.628 0.264 4.437
O -2.647 -1.558 1.467
C -2.344 -2.949 1.753
H -4.452 1.840 2.326
H -4.227 0.225 3.050
H -4.724 0.372 1.345
H -2.242 -0.391 5.049
H -2.181 1.160 4.166
H -0.725 0.526 4.981
H -3.258 -3.392 2.135
H -1.552 -3.023 2.496
H -2.056 -3.430 0.821
Br -0.414 -4.152 -2.234
C 0.543 -4.646 -0.688
C 0.929 -5.974 -0.598
C 1.630 -6.426 0.508
C 1.959 -5.559 1.543
C 1.581 -4.237 1.461
C 0.871 -3.758 0.350
C 0.517 -2.344 0.372
O -0.171 -1.735 -0.519
O 0.877 -1.572 1.343
H 0.677 -6.654 -1.400
H 1.922 -7.467 0.559
H 2.506 -5.917 2.404
H 1.829 -3.545 2.254
```

No. 3
A structure of composition C22H35Cl2N11Rb in a non-equilibrium geometry. Source: the Open Molecules 2025 dataset; level of theory: the ωB97M-V functional and the def2-TZVPD basis.

Results
Net charge: +1
Energy relative to the best compared isomer or geometry (same formula, charge and spin) in eV: 1.0100

Structure (XYZ):
```
71
C22H35Cl2N11Rb, DFT the ωB97M-V functional and the def2-TZVPD basis
Rb 0.256 -2.044 -1.296
C -2.939 -4.417 -1.207
C -2.936 -3.502 -2.442
N -2.595 -2.122 -2.115
C -3.585 -1.421 -1.303
C -2.952 -0.741 -0.079
N -2.053 -1.615 0.663
C -2.717 -2.725 1.339
C -2.014 -4.058 1.040
N -1.752 -4.215 -0.383
H -3.826 -4.215 -0.606
H -3.027 -5.451 -1.562
H -2.183 -3.868 -3.146
H -3.921 -3.592 -2.931
H -2.470 -1.627 -2.993
H -4.101 -0.641 -1.875
H -4.352 -2.123 -0.975
H -2.357 0.108 -0.421
H -3.769 -0.353 0.551
H -1.587 -1.041 1.360
H -2.736 -2.592 2.426
H -3.753 -2.790 1.007
H -1.048 -4.066 1.554
H -2.630 -4.874 1.456
H -1.111 -4.990 -0.517
Cl 1.705 -1.081 -3.709
C 1.853 -2.682 -4.414
Cl 0.405 -3.590 -4.046
H 2.696 -3.187 -3.946
H 1.949 -2.586 -5.493
N 2.617 -1.390 4.732
C 2.252 -0.047 4.265
C 0.711 0.076 4.169
N 0.161 0.383 2.867
H 3.609 -1.453 4.946
H 2.269 -2.341 3.595
H 2.100 -1.639 5.570
H 2.709 0.084 3.277
H 2.664 0.730 4.916
H 0.362 0.840 4.865
H 0.278 -0.881 4.475
H 0.478 -0.289 2.173
H 0.425 1.312 2.557
C 2.743 2.427 -1.633
C 2.302 1.317 -0.928
N 1.024 1.093 -0.645
C 0.142 2.006 -1.028
C 0.472 3.173 -1.712
C 1.813 3.364 -2.043
C -0.561 4.142 -2.085
C -0.588 5.423 -1.708
C 0.349 6.061 -0.792
C 0.396 7.454 -0.669
C 1.299 7.974 0.244
N 2.086 7.199 0.976
C 1.966 5.897 0.789
N 1.145 5.291 -0.043
H 3.792 2.548 -1.853
H 3.003 0.569 -0.576
H -0.888 1.817 -0.754
H 2.112 4.233 -2.608
H -1.356 3.766 -2.716
H -1.380 6.064 -2.070
H -0.235 8.095 -1.262
H 1.400 9.041 0.398
H 2.614 5.261 1.381
N 2.870 -3.664 -1.683
C 2.903 -3.728 -0.533
N 2.970 -3.863 0.739
C 2.504 -3.310 1.732
N 2.016 -2.932 2.738
```

No. 4
A structure of composition C22H35CuNO3P2S in a non-equilibrium geometry. Source: the Open Molecules 2025 dataset; level of theory: the ωB97M-V functional and the def2-TZVPD basis.

Results
Expectation value of S²: 0.75
2S+1: 2
Net charge: 0
Energy relative to the best compared isomer or geometry (same formula, charge and spin) in eV: 3.6979

Structure (XYZ):
```
65
C22H35CuNO3P2S, DFT the ωB97M-V functional and the def2-TZVPD basis
P 0.260 -1.810 -1.702
P 1.093 0.932 -1.169
C 0.671 -0.839 -3.290
C 1.573 0.314 -2.927
H -0.284 -0.508 -3.784
H 1.156 -1.541 -4.002
H 2.615 0.034 -2.840
H 1.486 1.134 -3.630
C 0.810 2.691 -1.881
H 0.516 3.336 -1.046
H 0.061 2.749 -2.679
H 1.763 3.061 -2.294
C 2.675 1.645 -0.544
H 3.173 2.186 -1.328
H 3.300 0.857 -0.149
H 2.320 2.332 0.211
C -0.110 -3.449 -2.584
H 0.223 -4.250 -1.921
H 0.469 -3.522 -3.509
H -1.171 -3.612 -2.797
C 1.948 -2.418 -1.486
H 2.450 -1.819 -0.704
H 2.562 -2.366 -2.388
H 1.808 -3.440 -1.128
Cu 2.273 -0.553 0.655
C -1.944 1.266 -1.529
C -2.790 0.555 -2.528
C -4.283 0.718 -2.116
C -4.391 -0.784 -1.806
C -2.939 -0.956 -2.311
C -2.102 -1.536 -1.264
C -1.944 -0.680 -0.005
C -2.086 0.858 -0.134
C 2.774 -2.439 1.320
H -1.708 2.296 -1.863
H -2.556 0.746 -3.580
H -4.900 1.069 -2.922
H -4.445 1.340 -1.213
H -4.471 -1.066 -0.737
H -5.178 -1.264 -2.359
H -2.896 -1.453 -3.307
H -2.300 -2.592 -1.073
H -0.964 -0.823 0.489
H -2.605 -1.114 0.761
H -3.018 1.234 0.343
H -1.320 1.337 0.509
H 3.766 -2.231 1.717
H 2.770 -3.273 0.643
H 2.049 -2.611 2.074
O -0.202 -1.324 2.577
C 0.336 -0.244 2.814
N 1.060 0.514 1.851
S 2.091 1.647 2.548
O 3.466 1.185 2.387
O 1.754 2.982 2.156
C 1.518 1.353 4.138
C 1.776 2.236 5.166
C 0.899 2.241 6.258
C -0.235 1.427 6.244
C -0.488 0.543 5.195
C 0.424 0.490 4.135
H 2.631 2.899 5.058
H 1.114 2.913 7.083
H -0.929 1.479 7.058
H -1.378 -0.080 5.136
```

No. 5
The molecule C22H35NO3 in a non-equilibrium geometry. Source: the Open Molecules 2025 dataset; level of theory: the ωB97M-V functional and the def2-TZVPD basis.

Results
Net charge: 0
Energy relative to the best compared isomer or geometry (same formula, charge and spin) in eV: 18.5898

Structure (XYZ):
```
61
C22H35NO3, DFT the ωB97M-V functional and the def2-TZVPD basis
C 4.545 1.829 2.057
C 5.662 1.186 0.995
C 6.426 2.341 0.090
C 6.864 0.597 2.003
C 5.130 -0.107 0.162
C 3.962 0.118 -0.934
C 4.602 -0.277 -2.429
C 3.347 1.618 -1.092
C 2.647 -0.903 -0.771
C 1.679 -1.280 -2.082
C 0.339 -2.260 -1.900
C -0.111 -2.910 -0.428
O -1.316 -3.753 -0.385
C -2.232 -3.375 0.700
C -3.739 -2.895 0.158
O -4.443 -2.336 1.360
C -5.583 -1.500 0.954
C -5.290 0.138 1.120
C -6.434 0.923 0.240
C -5.992 1.651 -1.167
C -7.475 2.305 -1.569
N -8.221 2.520 -0.251
C -7.272 2.166 0.909
O -7.195 2.732 2.125
C 0.872 -2.553 0.842
C 2.174 -1.575 0.659
H 3.698 1.004 2.156
H 5.001 2.010 3.125
H 4.035 2.810 1.608
H 7.313 2.814 0.700
H 6.748 1.908 -0.957
H 5.644 3.192 -0.110
H 7.713 0.176 1.316
H 7.263 1.531 2.591
H 6.404 -0.221 2.737
H 4.868 -0.946 0.971
H 6.077 -0.552 -0.415
H 5.084 -1.348 -2.443
H 3.869 -0.057 -3.313
H 5.512 0.484 -2.565
H 2.810 2.029 -0.133
H 2.511 1.563 -1.936
H 4.134 2.417 -1.500
H 1.851 -0.867 -3.165
H -0.313 -2.496 -2.871
H -2.446 -4.336 1.375
H -1.861 -2.506 1.390
H -3.626 -2.099 -0.698
H -4.324 -3.821 -0.253
H -5.996 -1.720 -0.122
H -6.477 -1.716 1.713
H -5.351 0.470 2.246
H -4.194 0.409 0.746
H -7.274 0.101 0.078
H -5.626 0.713 -1.808
H -5.154 2.440 -0.858
H -7.253 3.335 -2.084
H -8.098 1.527 -2.190
H -8.906 1.730 -0.217
H 0.600 -3.028 1.902
H 2.819 -1.347 1.619
```

No. 6
A structure of composition C22H35NO3P2PtS in a non-equilibrium geometry. Source: the Open Molecules 2025 dataset; level of theory: the ωB97M-V functional and the def2-TZVPD basis.

Results
Expectation value of S²: 6.01
2S+1: 5
Net charge: +2
Energy relative to the best compared isomer or geometry (same formula, charge and spin) in eV: 1.0222

Structure (XYZ):
```
65
C22H35NO3P2PtS, DFT the ωB97M-V functional and the def2-TZVPD basis
P -0.156 -2.099 -3.171
P -0.025 1.805 -3.162
C -0.526 -0.764 -4.370
C 0.341 0.505 -4.400
H -1.582 -0.502 -4.226
H -0.475 -1.244 -5.364
H 1.424 0.299 -4.352
H 0.190 1.063 -5.339
C -1.523 2.657 -3.934
H -1.896 3.444 -3.258
H -2.329 1.934 -4.126
H -1.231 3.136 -4.888
C 1.307 3.038 -3.449
H 1.037 3.653 -4.314
H 2.263 2.528 -3.625
H 1.389 3.677 -2.551
C -1.252 -3.499 -3.582
H -1.232 -4.244 -2.778
H -0.936 -3.978 -4.513
H -2.282 -3.138 -3.697
C 1.590 -2.580 -3.216
H 2.257 -1.708 -3.279
H 1.816 -3.223 -4.074
H 1.834 -3.159 -2.316
Pt 0.122 -1.252 1.329
C 0.416 2.223 -0.237
C -0.781 1.656 0.075
C -1.681 0.864 -0.848
C -1.783 -0.665 -1.054
C -0.545 -1.554 -1.507
C 0.752 -1.231 -0.690
C 1.504 0.008 -1.187
C 1.658 1.258 -0.276
C 0.258 -2.879 2.415
H 0.525 3.336 -0.247
H -1.108 1.547 1.163
H -1.571 1.342 -1.848
H -2.688 1.146 -0.486
H -2.139 -1.013 -0.076
H -2.613 -0.872 -1.776
H -0.845 -2.582 -1.177
H 1.450 -2.104 -0.774
H 0.931 0.299 -2.107
H 2.517 -0.290 -1.576
H 1.888 0.940 0.775
H 2.544 1.812 -0.671
H 1.162 -2.672 3.007
H 0.401 -3.690 1.695
H -0.661 -2.973 3.009
O 2.653 2.266 5.013
S 2.133 0.921 4.993
O 3.008 -0.177 5.305
N 1.235 0.630 3.619
C -0.058 0.396 3.794
O -0.825 -0.077 2.852
C -0.445 0.617 5.218
C -1.701 0.435 5.801
C -1.797 0.434 7.192
C -0.654 0.610 7.983
C 0.615 0.798 7.403
C 0.677 0.810 6.009
H -2.551 0.304 5.138
H -2.775 0.300 7.664
H -0.745 0.564 9.071
H 1.517 0.915 8.001
```

Which value of net charge does entry 3 give?
+1